1.
The following is a quantum chemistry calculation of 2 unconnected molecules or ions with the total composition C3H9NO2S at a distorted geometry, from the Open Molecules 2025 dataset.

Summary:
SMILES string = O=CNCCS.O
Frontier orbital gap = 10.144 eV
Net charge = 0
E_tot = -723.13100 Eh

Each line ends with the natural charge from an NBO analysis.
Geometry (Å):
O 0.53 -0.60 -2.26  -0.648
C -0.25 -0.03 -1.52  0.535
N -0.68 -0.56 -0.35  -0.620
C -1.26 0.16 0.75  -0.232
C -0.32 1.13 1.46  -0.536
S -0.10 2.72 0.61  -0.044
H -0.65 0.97 -1.74  0.125
H -0.48 -1.54 -0.28  0.419
H -2.04 0.81 0.35  0.198
H -1.79 -0.53 1.40  0.220
H -0.80 1.36 2.42  0.222
H 0.65 0.74 1.73  0.238
H 1.18 2.56 0.27  0.134
H 1.86 -1.72 -1.33  0.498
H 2.17 -3.18 -0.93  0.467
O 1.97 -2.31 -0.56  -0.975

---

2.
The following is a quantum chemistry calculation of a single C18H25NO7 molecule at a distorted geometry, from the Open Molecules 2025 dataset.

Summary:
SMILES string = CCOC(=O)C(CCCCCOc1ccc([N+](=O)[O-])cc1)C(=O)OCC
Frontier orbital gap = 8.758 eV
Net charge = 0
E_tot = -1282.26913 Eh

Each line ends with the natural charge from an NBO analysis.
Geometry (Å):
C -0.15 -3.14 -3.15  -0.636
C 1.12 -2.41 -2.75  -0.074
H 1.14 -1.40 -3.18  0.200
H 2.01 -2.96 -3.06  0.193
O 1.23 -2.29 -1.33  -0.513
C 0.55 -1.32 -0.74  0.833
O -0.15 -0.53 -1.32  -0.615
C 0.77 -1.32 0.76  -0.429
C 2.26 -1.19 1.04  0.826
O 2.89 -1.85 1.82  -0.592
O 2.75 -0.21 0.29  -0.513
C 4.12 0.18 0.49  -0.074
C 4.21 1.26 1.55  -0.641
H 5.23 1.63 1.61  0.215
H 3.54 2.09 1.31  0.238
H 3.92 0.86 2.52  0.212
H 4.44 0.57 -0.48  0.193
H 4.70 -0.70 0.76  0.199
C 0.17 -2.57 1.42  -0.374
C -1.32 -2.76 1.09  -0.387
C -2.11 -1.48 1.33  -0.427
H -1.94 -1.14 2.35  0.192
H -1.73 -0.74 0.63  0.228
C -3.61 -1.61 1.09  -0.418
C -4.32 -0.25 1.17  -0.055
H -4.11 0.24 2.13  0.169
H -5.40 -0.39 1.09  0.200
O -4.00 0.59 0.07  -0.494
C -2.84 1.28 0.03  0.360
C -2.40 1.65 -1.25  -0.260
C -1.19 2.27 -1.43  -0.140
C -0.39 2.55 -0.33  0.036
C -0.85 2.27 0.96  -0.173
C -2.07 1.66 1.14  -0.317
H -2.40 1.44 2.14  0.224
H -0.23 2.54 1.80  0.245
N 0.91 3.09 -0.51  0.520
O 1.63 3.19 0.47  -0.408
O 1.25 3.43 -1.63  -0.385
H -0.82 2.51 -2.42  0.246
H -3.02 1.39 -2.10  0.230
H -4.07 -2.28 1.82  0.207
H -3.79 -2.03 0.09  0.209
H -1.42 -3.06 0.05  0.195
H -1.71 -3.57 1.71  0.207
H 0.30 -2.48 2.50  0.218
H 0.73 -3.45 1.10  0.225
H 0.31 -0.42 1.16  0.252
H -0.19 -4.11 -2.67  0.211
H -1.02 -2.56 -2.85  0.222
H -0.17 -3.27 -4.23  0.219

---

3.
The following is a quantum chemistry calculation of a single C4H8N2O molecule, from the Open Molecules 2025 dataset.

Summary:
SMILES string = [H]/N=C(\NC)C(C)=O
Frontier orbital gap = 9.969 eV
Net charge = 0
E_tot = -341.96546 Eh

Each line ends with the natural charge from an NBO analysis.
Geometry (Å):
C 1.64 -1.44 1.12  -0.420
N 1.12 -0.59 0.08  -0.602
C -0.12 -0.04 0.14  0.330
N -0.97 -0.02 1.10  -0.704
C -0.50 0.67 -1.16  0.558
O 0.19 0.50 -2.15  -0.541
C -1.69 1.58 -1.12  -0.718
H 2.65 -1.75 0.86  0.217
H 1.02 -2.33 1.27  0.192
H 1.69 -0.89 2.07  0.198
H 1.54 -0.59 -0.84  0.421
H -0.63 -0.53 1.91  0.336
H -1.44 2.46 -0.52  0.245
H -1.95 1.88 -2.14  0.231
H -2.53 1.09 -0.61  0.258

---

4.
The following is a quantum chemistry calculation of a single C22H24BClIN2O5PS molecule at a distorted geometry, from the Open Molecules 2025 dataset.

Summary:
SMILES string = [H]/N=C(\C)Cc1c(P(O)Cl)cc(CCCS)c2c1C(=O)c1c(cc(I)c(OCC)c1B(N)O)C2=O
Frontier orbital gap = 8.033 eV
Net charge = 0
E_tot = -2860.85180 Eh

Each line ends with the natural charge from an NBO analysis.
Geometry (Å):
C 4.15 1.90 1.95  -0.650
C 5.28 1.55 1.01  -0.065
O 4.88 0.81 -0.17  -0.526
C 3.62 0.98 -0.67  0.272
C 3.13 2.17 -1.23  -0.168
I 4.33 3.89 -1.43  0.169
C 1.84 2.25 -1.73  -0.201
C 1.04 1.11 -1.67  -0.119
C 1.51 -0.09 -1.14  -0.116
C 2.81 -0.16 -0.64  -0.289
B 3.50 -1.45 -0.02  1.088
N 3.30 -1.80 1.39  -1.102
O 4.32 -2.22 -0.80  -0.878
C 0.59 -1.26 -1.20  0.558
O 1.01 -2.36 -1.42  -0.508
C -0.88 -0.96 -1.04  -0.138
C -1.77 -1.86 -0.46  0.052
C -1.30 -3.19 0.11  -0.525
C -1.09 -3.14 1.61  0.342
C 0.34 -2.95 2.05  -0.676
N -2.06 -3.27 2.41  -0.621
C -3.14 -1.52 -0.41  -0.397
P -4.42 -2.71 0.22  1.183
O -4.89 -3.30 -1.24  -0.980
Cl -5.97 -1.35 0.58  -0.352
C -3.56 -0.29 -0.89  -0.124
C -2.68 0.63 -1.46  -0.004
C -3.26 1.95 -1.93  -0.433
C -3.89 2.71 -0.74  -0.409
C -2.90 2.97 0.38  -0.501
S -3.87 3.39 1.89  -0.061
C -1.33 0.28 -1.56  -0.053
C -0.34 1.16 -2.23  0.543
O -0.59 1.86 -3.17  -0.512
H 3.53 2.71 1.59  0.221
H 3.56 1.03 2.23  0.209
H 4.62 2.28 2.86  0.229
H 5.97 0.90 1.53  0.185
H 5.84 2.42 0.69  0.191
H 1.48 3.16 -2.17  0.247
H 2.52 -1.24 1.73  0.367
H 4.09 -1.47 1.94  0.387
H 5.14 -2.42 -0.32  0.495
H -2.09 -3.92 -0.06  0.240
H -0.42 -3.56 -0.38  0.265
H 0.44 -3.16 3.10  0.218
H 0.62 -1.93 1.81  0.207
H 0.97 -3.63 1.48  0.240
H -1.74 -3.23 3.37  0.334
H -4.53 -2.80 -1.98  0.495
H -4.60 -0.03 -0.84  0.225
H -2.52 2.58 -2.40  0.241
H -4.07 1.73 -2.63  0.226
H -4.21 3.68 -1.12  0.216
H -4.77 2.20 -0.37  0.214
H -2.26 3.82 0.18  0.214
H -2.30 2.11 0.64  0.214
H -2.98 3.04 2.82  0.123

---

5.
The following is a quantum chemistry calculation of a molecular structure, C34H37BN10ORe, from the Open Molecules 2025 dataset.

Summary:
Multiplicity = 2
Frontier orbital gap (spin up / spin down) = 6.958 / 6.432 eV
Net charge = +2
E_tot = -2043.50105 Eh

Each line ends with the Löwdin charge.
Geometry (Å):
Re 0.16 0.01 0.07  1.708
C 0.79 -2.23 2.88  -0.008
C 0.31 -0.85 3.15  -0.304
C 0.05 -0.31 4.39  0.046
C -0.38 1.00 4.17  -0.238
C -0.80 2.04 5.15  0.006
N -0.37 1.20 2.85  0.038
N 0.06 0.08 2.19  -0.065
B -0.76 2.42 2.02  -0.508
N -1.88 2.04 1.02  0.041
N -1.61 1.21 -0.03  -0.085
C -2.65 1.26 -0.87  -0.295
C -2.77 0.45 -2.12  -0.002
C -3.59 2.15 -0.36  0.049
C -3.07 2.63 0.82  -0.242
C -3.65 3.64 1.76  0.005
N 0.43 2.85 1.16  0.051
N 0.70 2.12 0.03  -0.039
C 1.38 2.92 -0.80  -0.272
C 1.79 2.60 -2.20  0.011
C 1.58 4.16 -0.18  0.047
C 0.96 4.08 1.04  -0.241
C 0.81 5.13 2.09  0.004
H 0.84 -2.77 3.83  0.096
H 0.12 -2.78 2.22  0.072
H 1.79 -2.24 2.45  0.070
H 0.16 -0.80 5.35  0.128
H -0.69 1.65 6.16  0.093
H -0.19 2.93 5.06  0.090
H -1.84 2.33 5.00  0.091
H -1.13 3.31 2.73  0.122
H -1.89 -0.15 -2.31  0.042
H -3.65 -0.19 -2.06  0.093
H -2.92 1.12 -2.97  0.101
H -4.54 2.41 -0.81  0.130
H -4.67 3.87 1.47  0.094
H -3.65 3.28 2.79  0.088
H -3.07 4.57 1.73  0.093
H 1.13 1.87 -2.65  0.070
H 1.73 3.52 -2.78  0.101
H 2.82 2.25 -2.26  0.090
H 2.09 5.01 -0.61  0.130
H 1.44 5.98 1.85  0.094
H -0.22 5.48 2.16  0.088
H 1.10 4.75 3.08  0.091
C -3.83 -1.80 0.86  0.003
C -3.82 -2.92 0.04  0.004
C -2.64 -3.30 -0.57  0.032
C -1.51 -2.52 -0.38  -0.189
N -1.55 -1.36 0.30  -0.005
C -2.68 -1.04 0.95  -0.078
C -0.14 -2.96 -0.71  -0.194
C 0.14 -4.17 -1.31  0.035
C 1.44 -4.63 -1.35  0.005
C 2.41 -3.87 -0.72  0.004
C 2.06 -2.65 -0.17  -0.108
N 0.81 -2.16 -0.20  0.016
H -4.71 -1.50 1.41  0.129
H -4.71 -3.52 -0.09  0.132
H -2.59 -4.21 -1.15  0.123
H -2.65 -0.15 1.56  0.120
H -0.66 -4.77 -1.73  0.123
H 1.68 -5.57 -1.81  0.131
H 3.44 -4.20 -0.65  0.128
H 2.81 -2.07 0.34  0.109
O 0.21 -0.20 -1.95  -0.259
C 1.19 -0.55 -2.77  -0.347
C 0.85 -0.89 -4.09  0.009
C 1.81 -1.23 -5.01  -0.042
C 3.16 -1.25 -4.65  -0.060
C 3.52 -0.92 -3.37  -0.021
C 2.55 -0.56 -2.40  -0.119
C 2.98 -0.15 -1.08  -0.287
N 2.22 0.10 -0.01  -0.102
C 3.06 0.42 1.06  -0.085
C 4.33 0.36 0.63  -0.021
N 4.27 0.00 -0.71  0.153
H -0.20 -0.85 -4.36  0.124
H 1.52 -1.48 -6.02  0.120
H 3.92 -1.52 -5.37  0.116
H 4.57 -0.93 -3.11  0.111
H 2.66 0.69 2.02  0.119
H 5.27 0.53 1.13  0.134
H 5.06 -0.11 -1.32  0.163

---

6.
The following is a quantum chemistry calculation of a single C6H5N molecule at a distorted geometry, from the Open Molecules 2025 dataset.

Summary:
SMILES string = C1=CN[C@H]2C=C2C=1
Frontier orbital gap (spin up / spin down) = 8.492 / 8.491 eV
Net charge = 0
E_tot = -286.13379 Eh

Each line ends with the natural charge from an NBO analysis.
Geometry (Å):
C 0.61 1.48 -0.23  -0.294
C 1.47 0.54 -0.58  0.019
C 1.27 -0.78 -0.68  -0.011
N 0.34 -1.32 0.19  -0.660
C -0.85 -0.61 -0.08  -0.051
C -0.70 0.84 -0.03  -0.066
C -1.65 0.68 0.84  -0.182
H 0.83 2.45 0.19  0.228
H 1.61 -1.44 -1.45  0.192
H 0.53 -1.85 0.99  0.397
H -1.52 -1.16 -0.73  0.197
H -2.14 1.06 1.73  0.231

---

7.
The following is a quantum chemistry calculation of 2 unconnected molecules or ions with the total composition C5H15NO at a distorted geometry, from the Open Molecules 2025 dataset.

Summary:
SMILES string = CC(C)N(C)C.O
Frontier orbital gap = 8.728 eV
Net charge = 0
E_tot = -329.45319 Eh

Each line ends with the natural charge from an NBO analysis.
Geometry (Å):
C 1.47 0.26 2.01  -0.410
N 0.27 0.63 1.29  -0.453
C -0.11 1.96 1.76  -0.411
C 0.35 -1.22 -0.33  -0.618
C 0.18 0.28 -0.13  -0.032
C -1.08 0.85 -0.78  -0.615
H 1.95 -0.63 1.61  0.199
H 2.26 1.04 2.01  0.157
H 1.30 0.11 3.08  0.196
H 0.75 2.63 1.89  0.165
H -0.56 1.96 2.75  0.192
H -0.87 2.35 1.09  0.203
H 0.99 -1.48 -1.19  0.207
H -0.61 -1.63 -0.66  0.218
H 0.81 -1.71 0.52  0.216
H 1.07 0.70 -0.63  0.148
H -0.99 0.60 -1.84  0.214
H -2.00 0.46 -0.34  0.217
H -1.00 1.93 -0.75  0.208
H -1.98 -3.55 -3.81  0.468
H -0.91 -2.50 -4.12  0.470
O -1.30 -3.03 -3.42  -0.937

---

8.
The following is a quantum chemistry calculation of 2 unconnected molecules or ions with the total composition C6H14N5 at a distorted geometry, from the Open Molecules 2025 dataset.

Summary:
Frontier orbital gap = 8.641 eV
Net charge = +1
E_tot = -510.49540 Eh

Each line ends with the natural charge from an NBO analysis.
Geometry (Å):
C 1.33 -1.89 -0.16  -0.449
C 2.73 0.09 -0.41  0.670
N 2.66 -1.30 -0.59  -0.585
N 2.15 0.78 0.63  -0.750
N 3.64 0.81 -0.99  -0.771
H 3.47 -1.80 -0.89  0.437
H 1.64 0.15 1.26  0.427
H 1.88 1.70 0.44  0.415
H 3.89 0.76 -2.00  0.428
H 3.85 1.94 -0.87  0.445
H 1.33 -2.99 -0.68  0.242
H 0.53 -1.26 -0.53  0.268
H 1.41 -2.11 0.95  0.211
C -1.39 1.85 -0.99  -0.614
C -3.49 0.64 0.35  -0.102
C -2.16 0.83 0.05  0.117
C -2.11 -1.09 0.91  0.159
N -3.38 -0.51 1.20  -0.517
N -1.30 -0.23 0.30  -0.516
H -4.49 0.98 0.29  0.243
H -4.16 -1.08 1.45  0.414
H -0.30 1.73 -0.79  0.182
H -1.58 2.86 -0.77  0.223
H -1.67 -1.70 1.65  0.191
H -1.63 1.39 -1.91  0.230

---

- Among the records above, which one has the highest net charge?
  C34H37BN10ORe